1.
Here is a molecular structure, C29H48N2OPtSSi from the OMol25 dataset. Energies are from ωB97M-V with the def2-TZVPD basis set.

Results
Energy above the lowest of the compared OMol25 structures with the same formula, charge and spin: 0.6882 eV
Lowest unoccupied orbital energy: -0.426 eV
E_tot: -57838.93880 eV
E_HOMO: -7.46 eV

```
! wB97M-V def2-TZVPD RIJCOSX def2/J DEFGRID3
* xyz 0 1
Pt -0.09963 0.22868 0.14213
S -2.08623 -0.35840 -1.63164
Si -1.76033 2.85311 0.88016
O -2.40133 0.87377 -2.42722
N 1.73534 -0.08510 -0.73687
N 0.66127 -1.39859 1.50685
C -2.05854 4.60031 0.32193
C 3.71194 -1.20448 -0.49820
C 3.29156 2.51125 -2.67025
C 2.13400 -0.46383 3.80170
C 2.42367 -1.06078 -0.01548
C 1.08419 -1.57311 3.89487
C -3.58760 -1.36054 -1.68663
C -1.17981 -1.47777 -2.73198
C 2.84310 0.55762 -4.15969
C -0.24442 -3.03921 5.28670
C -3.52694 -2.09616 -3.02178
C -2.77449 -1.89418 1.74809
C 3.82394 -0.32231 -1.56005
C -1.82002 -3.07875 1.86465
C -0.79736 -2.78971 2.93745
C 0.79603 -2.13657 5.13403
C 1.42534 0.88457 3.66661
C -2.10144 -2.64641 -3.08255
C 0.95769 1.75469 -3.12749
C -0.52929 2.14559 -0.32981
C 0.29686 -1.94650 2.78419
C 2.38630 1.28892 -2.88602
C 3.12057 -0.44299 4.96387
C -1.16637 2.87956 2.64432
C -3.35708 1.89451 0.78727
C -1.26919 -3.54376 0.52045
C -1.03454 -3.34355 4.19611
C 2.59251 0.33576 -1.71212
C 1.84390 -1.70383 1.09763
H -4.28165 -2.87987 -3.08931
H -1.81959 3.50941 3.25432
H -0.44557 -3.48544 6.25171
H -2.41945 -3.90279 2.26245
H 0.21812 1.00134 -2.86148
H -3.61368 1.69709 -0.25704
H -1.84887 -3.06668 -4.05560
H -0.15150 3.27840 2.71592
H 2.79517 1.24308 -5.00847
H -0.98762 2.22446 -1.31479
H 2.64765 -0.13790 5.90022
H -2.83482 5.07019 0.93187
H -1.87321 -4.02027 4.31168
H -2.26313 -1.00526 1.37072
H -3.19172 -1.64178 2.72444
H 1.39217 -1.86418 5.99296
H 3.58753 -1.41618 5.12462
H -4.17935 2.45637 1.23789
H -3.70122 -1.38853 -3.83448
H -3.28444 0.93947 1.31329
H 0.82701 1.98711 -4.18647
H 0.72122 2.65092 -2.56662
H -0.23597 -1.75314 -2.26318
H 3.14864 3.22898 -3.48233
H 0.79974 0.91059 2.77201
H -3.60742 -2.10977 1.07888
H -0.45864 -4.26246 0.64937
H -3.56869 -2.05304 -0.84881
H 0.78537 1.07293 4.53264
H 0.39060 2.73394 -0.37899
H -1.14879 5.19853 0.41006
H 3.86358 0.18515 -4.07922
H 4.34479 2.22855 -2.64533
H 4.45427 -1.89423 -0.12760
H 3.91081 0.27935 4.75559
H 2.19315 -0.29412 -4.37364
H 4.68573 -0.18068 -2.19074
H -1.98583 -3.44018 -2.34202
H -1.16344 1.87886 3.08376
H -0.87581 -2.71104 -0.07025
H -0.97662 -0.82957 -3.58769
H 2.44015 -2.44323 1.63354
H -4.40356 -0.65015 -1.56221
H 2.14577 1.70175 3.59054
H -2.37824 4.62481 -0.72171
H 3.05435 3.01139 -1.72944
H 2.72839 -0.59026 2.89692
H -2.06049 -4.03426 -0.05161
*
```

=====

2.
Here is 9 unconnected molecules or ions with the total composition C29H48N7O7 from the OMol25 dataset. Energies are from ωB97M-V with the def2-TZVPD basis set.

Results
Lowest unoccupied orbital energy: 2.098 eV
E_tot: -55613.68816 eV
E_HOMO: -4.10 eV

```
! wB97M-V def2-TZVPD RIJCOSX def2/J DEFGRID3
* xyz -1 1
O -16.37869 4.15689 -17.61515
O -8.81641 8.93116 -20.03699
O -6.59800 10.26620 -10.42035
O -10.96109 -0.15185 -13.73330
O -12.31669 7.74556 -11.57364
O -12.12647 8.20058 -13.73051
O -11.68255 9.85833 -12.31272
N -10.14647 7.20685 -20.26699
N -4.68393 10.80759 -9.40209
N -13.57450 9.95299 -6.51300
N -16.63664 6.35255 -17.73134
N -19.78568 2.45175 -10.99143
N -16.31760 12.31342 -12.29915
N -10.51144 17.47441 -11.41183
C -5.88750 10.23969 -9.43214
C -19.78212 2.94028 -9.72533
C -16.96657 5.13922 -18.09747
C -17.77411 13.83347 -13.03514
C -11.98547 17.09519 -9.76965
C -18.06345 4.92942 -19.17847
C -13.19689 0.42120 -13.01906
C -18.55957 2.78925 -11.60860
C -17.80165 3.37196 -10.55508
C -11.13582 1.19627 -11.58929
C -18.57044 3.50336 -9.43777
C -13.47812 11.69732 -5.10486
C -9.26452 8.05396 -20.73418
C -17.49910 11.66067 -12.57383
C -11.64113 0.40945 -12.84149
C -17.39325 7.51843 -18.08637
C -16.48696 13.62722 -12.52337
C -6.44330 9.71094 -8.13376
C -4.09632 11.56754 -10.48796
C -11.98193 18.50368 -9.95817
C -8.73624 7.92660 -22.16385
C -11.03952 6.27819 -21.01630
C -18.38669 12.55575 -13.11809
C -14.42472 10.81412 -4.58989
C -12.03039 8.66528 -12.56971
C -13.02158 11.16188 -6.29819
C -11.04729 16.47972 -10.63125
C -14.48888 9.74140 -5.46875
C -11.08294 18.67202 -10.99480
H -11.59184 0.87775 -10.65190
H -12.40431 16.53253 -8.94844
H -9.43811 8.01388 -22.99322
H -13.24685 12.67745 -4.71466
H -10.85616 15.42512 -10.76430
H -10.66477 5.26953 -20.84231
H -15.06282 8.85353 -5.24811
H -12.35149 11.63743 -6.99907
H -7.94274 7.18412 -22.24864
H -16.83365 8.40760 -17.79599
H -10.36411 7.35918 -19.29255
H -12.43986 7.08213 -12.25649
H -16.01561 6.44176 -16.93984
H -18.24304 2.56232 -12.61593
H -15.50576 11.92812 -11.83810
H -10.87291 6.55375 -22.05766
H -9.84587 17.35173 -12.16154
H -7.50766 9.91265 -8.01311
H -20.53366 2.02380 -11.51819
H -12.31954 19.26260 -9.26791
H -3.95257 10.96624 -11.38567
H -11.33649 2.25885 -11.72622
H -10.06627 1.05056 -11.43793
H -18.19203 14.80255 -13.26454
H -10.75916 19.57426 -11.49233
H -18.14586 3.93777 -19.62338
H -3.06911 11.74295 -10.16830
H -20.63938 2.79810 -9.08399
H -14.93591 11.03043 -3.66344
H -4.67451 12.44085 -10.78987
H -18.42166 7.43906 -17.73399
H -13.64534 -0.22734 -12.26647
H -15.76524 14.37736 -12.23562
H -18.96108 5.13366 -18.59483
H -17.60508 10.58930 -12.48810
H -5.98344 10.04669 -7.20430
H -8.19823 8.87277 -22.22226
H -17.43273 7.58332 -19.17372
H -13.46488 9.37411 -7.33336
H -18.25740 5.62715 -19.99311
H -12.12052 6.38713 -20.92871
H -16.81885 3.81804 -10.59398
H -19.40606 12.40907 -13.44333
H -13.48857 0.07260 -14.00977
H -4.10074 10.72761 -8.58137
H -18.39629 4.15445 -8.59388
H -6.39158 8.62770 -8.02423
H -13.51299 1.44103 -12.79967
*
```

=====

3.
Here is a molecular structure, C29H49BrClN6O5W from the OMol25 dataset. Energies are from ωB97M-V with the def2-TZVPD basis set.

Results
Energy above the lowest of the compared OMol25 structures with the same formula, charge and spin: 2.2568 eV
Lowest unoccupied orbital energy (alpha / beta): -3.441 / -3.825 eV
⟨S²⟩: 2.04
E_tot: -134430.24854 eV
E_HOMO (alpha / beta): -8.52 / -10.88 eV

```
! wB97M-V def2-TZVPD RIJCOSX def2/J DEFGRID3
* xyz 1 3
W -0.43884 -0.43382 0.58502
Br 1.19346 -3.10102 5.43672
Cl -1.77714 1.62958 -4.29488
O -2.20984 -3.10352 -3.07948
O -1.64654 0.52538 -0.75258
O -1.63794 -2.00202 -1.18128
O -3.53724 0.90278 -1.84578
O 0.96266 0.14748 -0.60278
N -2.02674 1.68298 1.72652
N -0.07834 -2.95302 -2.51618
N 1.06576 -1.57802 1.58202
N 0.77766 1.21438 2.24192
N -1.61484 -1.41152 1.52232
N 0.94326 -2.53682 -1.65098
C 1.64186 -2.77332 3.61462
C 2.07746 0.85818 2.84702
C -3.35854 1.11088 1.47332
C 2.02366 0.41828 -1.30808
C -0.12164 1.65338 3.33932
C 3.94776 2.60238 -3.59718
C 0.83226 -1.93172 2.89072
C 2.31526 1.52508 -2.14678
C 3.11866 3.70668 -3.79398
C 2.23476 -2.09472 1.07592
C 3.58396 1.53078 -2.81438
C -1.59454 1.32688 3.08122
C -1.35234 -2.64432 -2.18018
C 1.47446 2.65338 -2.35558
C -2.17974 3.13788 1.60502
C 1.06436 2.35778 1.35532
C -2.36694 0.59958 -1.81638
C -3.61204 -2.89412 -2.87218
C 2.78876 -3.34262 3.05892
C -2.40494 -2.48742 2.00662
C -3.72134 -2.59812 1.20262
C 3.07036 -2.95142 1.74982
C -1.61114 -3.80162 1.82102
C 3.53616 4.84578 -4.66228
C -2.77004 -2.30952 3.49782
C 1.88896 3.69808 -3.15928
C 4.56076 0.39458 -2.69118
C -1.58974 0.29438 -3.12998
C 0.11796 2.81608 -1.74788
H 1.38446 -3.34012 -1.20298
H -3.04524 3.48718 2.18142
H 4.48336 5.25978 -4.31918
H -3.97174 -3.56452 -2.09298
H 0.16526 1.13988 4.26132
H -1.30914 3.67688 1.96682
H -2.24494 -4.66332 2.01292
H -1.73634 0.24608 3.18322
H 3.95476 -3.32592 1.25842
H 0.01026 2.72888 3.50862
H -3.31704 -1.37942 3.64242
H 1.64436 -2.01812 -2.17718
H 3.67656 4.50648 -5.68808
H 4.13186 -0.54832 -3.03398
H 2.83776 -0.30352 -1.20288
H 1.95976 0.09038 3.60882
H -0.52504 0.16418 -2.92518
H 2.48036 -1.80032 0.06742
H 5.43466 0.60628 -3.30208
H -1.23964 -3.84162 0.79722
H 1.21886 4.53648 -3.29208
H 4.89566 0.26888 -1.66078
H -0.15764 1.96968 -1.12878
H 0.10076 -3.54202 -3.32198
H 1.80586 2.07858 0.60672
H -3.71944 1.44818 0.50302
H -3.49834 -2.50792 0.14362
H -4.41584 -1.80772 1.47712
H -4.06934 1.42368 2.25092
H -1.99954 -0.58172 -3.62958
H -3.40244 -3.12982 3.82752
H 4.91296 2.59248 -4.08108
H -4.08014 -3.13472 -3.82408
H 2.76976 0.49438 2.08682
H 1.48056 3.20038 1.92532
H -1.88164 -2.29782 4.12572
H 2.52646 1.73808 3.32472
H -0.61514 2.92038 -2.54588
H -2.20104 1.83568 3.84772
H 2.78186 5.62868 -4.65718
H -4.19764 -3.55662 1.39742
H 0.15956 2.67918 0.85242
H -0.76544 -3.83862 2.50132
H -3.83124 -1.86472 -2.58848
H -2.34454 3.39228 0.56102
H 0.08726 3.73748 -1.16608
H -3.27514 0.02648 1.44512
H -0.04564 -1.49372 3.35042
H 3.41626 -4.02022 3.61042
*
```